Below is a single C3H5N3 molecule in a non-equilibrium geometry, with properties calculated with wB97M-V/def2-TZVPD.

The geometry in XYZ format:
```
11
Properties=species:S:1:pos:R:3:forces:R:3
C -0.915207 -0.395486 0.648503 -1.1 1.6 0.9
N 0.889172 0.383551 -0.377093 0.7 1.3 -2.6
N -0.929801 0.401158 -1.817681 -1.7 -0.8 -1.3
H -1.909780 0.040515 -2.063028 1.9 0.8 1.1
H -1.480748 -1.288577 0.638018 -0.8 -0.8 -0.1
C 0.340462 -0.486468 1.489081 -0.3 0.4 -1.1
H -1.570319 0.487165 0.997652 0.7 -1.5 -0.2
H 0.556025 -0.927626 2.445745 -0.4 0.0 0.2
N 1.301780 0.020190 0.825985 1.3 -0.6 1.3
C -0.427461 0.102920 -0.702148 0.4 -0.1 1.0
H 1.590000 0.728437 -1.049477 -0.8 -0.3 0.7
```
Forces are in eV/Å.

For the energy relative to the best compared isomer or geometry (same formula, charge and spin), the calculation gives 36.60 kcal/mol. As for the HOMO energy: -8.615 eV. As for the SMILES: [H]/N=C1\CC=NN1. The maximum force is 3.0 eV/Å.

Below is a gas-phase ion, C4H11NO2 (charge +1) in a non-equilibrium geometry, with properties calculated with wB97M-V/def2-TZVPD.

The geometry in XYZ format:
```
18
Properties=species:S:1:pos:R:3:forces:R:3
H -1.494994 0.685224 0.961592 -0.9 -0.3 -0.2
O -0.764715 1.110891 1.383273 1.1 0.0 0.1
C -0.491804 0.234789 -1.823842 -0.8 1.2 0.2
H 1.100879 1.248370 2.946705 0.2 0.1 -0.1
H -1.430489 0.522618 -2.298121 -0.1 0.0 0.1
H 2.267655 0.090767 2.210237 0.4 0.1 0.2
H -1.348418 -1.463472 -1.025047 -0.1 0.1 0.4
H -0.038876 1.137346 -1.422460 0.4 -0.1 -0.1
H -0.472895 -1.424848 1.177532 0.0 -0.3 -0.2
O 0.220744 -0.457802 -2.781310 0.0 -0.8 0.6
H 0.933578 -0.962216 -2.362439 0.3 0.2 -0.3
H 0.803059 -0.489228 3.006799 0.0 0.0 0.2
H 0.885585 -1.584107 0.112677 0.5 -0.1 -0.3
N -0.810825 -0.653086 -0.690795 0.9 -1.2 -1.4
C 0.104648 -0.892193 0.406905 -1.3 0.8 1.4
C 0.473827 0.428373 1.082702 -0.1 1.0 0.7
C 1.231252 0.314056 2.409014 -0.6 -0.7 -0.7
H 1.054977 1.100384 0.453328 0.1 -0.1 -0.4
```
Forces are in eV/Å.

Its spin multiplicity is 2. For the energy relative to the best compared isomer or geometry (same formula, charge and spin), the calculation gives 27.94 kcal/mol. Its expectation value of S² is 0.76. As for the HOMO energy (spin up / spin down): -15.028 / -14.913 eV. As for the charge: +1. The maximum force is 2.1 eV/Å.

Below is a gas-phase ion, C21H29F3NO4 (charge -1) in a non-equilibrium geometry, with properties calculated with wB97M-V/def2-TZVPD.

The geometry in XYZ format:
```
58
Properties=species:S:1:pos:R:3:forces:R:3
C 1.242361 1.453351 2.927197 0.2 -0.2 -0.3
C 2.846411 -3.090204 0.106189 0.0 0.2 0.0
H -0.643720 2.440513 3.430209 0.1 0.1 -0.2
O -0.971272 2.427715 -2.342857 0.0 -0.1 -1.0
C 0.609112 -4.157286 -0.173622 0.1 -0.2 -0.1
H 3.336928 1.061228 2.544155 -0.1 0.2 0.0
C 1.451236 -3.257865 0.732490 -0.4 0.4 0.0
H 1.752643 1.538611 5.022529 -0.2 -0.2 -0.1
H 2.749721 -2.590499 -0.868711 0.1 -0.2 0.2
C -3.025564 -0.789802 -0.844450 -2.9 -1.1 1.9
H -4.613330 -1.263351 -3.416506 0.4 0.8 -0.3
C -0.164202 4.767122 -2.755319 0.0 0.5 0.1
H -4.609739 0.525861 -3.124080 0.1 -0.5 -0.4
H -0.380490 -4.314105 0.271435 0.0 0.0 -0.2
C 0.783605 -1.851974 0.804709 0.4 0.2 0.8
C -4.196198 -0.283758 -3.745997 -0.2 0.2 -0.2
H -0.216627 5.047925 -1.696272 -0.1 -0.3 -0.2
C -0.687409 -0.147842 -0.150813 -0.6 0.4 -0.5
C -2.662523 -0.258394 -3.692561 -0.7 -0.4 0.7
O 0.001635 0.755639 -3.559612 -0.2 0.5 0.0
H 2.706343 2.456387 1.633964 0.0 0.0 0.2
H 3.019973 2.597774 3.399273 0.0 0.0 -0.3
O -1.999832 -0.705248 -4.576662 0.2 -0.2 -0.8
H -0.982718 5.234727 -3.302268 -0.3 -0.1 0.2
C 1.578278 -3.943146 2.106368 -0.1 0.2 0.0
H 0.734946 5.247019 -3.158383 0.0 -0.1 0.1
O 2.465668 -1.046666 2.310881 -0.9 -0.3 -0.2
H -0.237681 3.105220 -4.109051 0.6 0.2 0.2
F -3.146518 -1.929885 -1.647825 0.7 1.8 1.1
C 1.372044 0.784514 4.313415 -0.1 -0.2 -0.1
H 3.317656 -4.072046 -0.038757 0.0 0.1 0.0
C 0.723476 0.476692 1.813647 -0.4 -0.2 -0.5
C -0.927394 1.159793 -2.919385 1.1 0.7 0.0
H 2.044653 -4.932849 1.981927 -0.1 0.2 0.0
H 1.079547 -5.141413 -0.310633 0.0 0.2 0.1
H 0.407398 0.409306 4.676242 0.1 0.1 0.0
C -0.209843 0.796818 0.823543 -0.2 -0.3 -0.2
H 0.827593 3.284818 3.967877 -0.2 -0.2 -0.4
H 2.088457 -0.041862 4.269479 -0.3 0.1 0.0
H -4.472907 -0.102235 -4.808184 0.2 -0.3 0.7
H 0.958617 2.932453 -2.760580 -0.1 0.2 -0.4
H 0.578876 -4.079993 2.546189 0.2 0.0 0.0
H -0.667059 1.786554 0.804142 0.1 0.0 0.0
F -4.176551 -0.048565 -1.037001 -0.1 -1.1 0.1
H -2.313829 1.156922 -0.715907 0.0 -0.4 0.6
C -0.263222 -1.483802 -0.005875 -0.4 -0.4 -0.7
H -0.846514 -2.271400 -0.535434 0.8 0.7 0.1
H 0.493171 -3.701360 -1.162557 0.0 -0.2 0.1
F -3.141722 -1.250303 0.454232 0.3 0.4 -1.6
N -2.089283 0.478769 -2.610769 1.1 -0.2 1.1
C 2.671081 1.928461 2.596712 0.1 -0.1 -0.2
H 0.366387 3.351854 2.246288 -0.1 -0.2 0.2
C -1.935881 0.184381 -1.039788 0.8 0.3 0.6
C -0.034641 3.297361 -3.044475 0.2 -0.9 0.2
H 3.470900 -2.464391 0.756229 -0.1 -0.2 -0.2
C 1.367278 -0.837157 1.695515 1.2 0.2 0.0
H 2.190148 -3.335730 2.784029 -0.2 -0.1 -0.2
C 0.380523 2.705345 3.135468 0.0 0.0 0.0
```
Forces are in eV/Å.

As for the HOMO energy: -3.602 eV. As for the SMILES: CCOC(=O)N(C(C)=O)[C@H](c1cc(C(C)(C)C)c([O-])c(C(C)(C)C)c1)C(F)(F)F. As for the charge: -1. The maximum force is 3.6 eV/Å.

Below is 2 unconnected molecules or ions with the total composition C2H5N3OS in a non-equilibrium geometry, with properties calculated with wB97M-V/def2-TZVPD.

The geometry in XYZ format:
```
12
Properties=species:S:1:pos:R:3:forces:R:3
C 0.159524 -2.217603 -1.064836 -0.6 -1.1 0.2
N -0.553091 -2.992443 -0.578227 -0.4 -0.5 0.2
H 0.970912 -1.060738 -2.402761 -0.1 0.0 -0.3
H -0.930133 -0.827301 1.245099 0.2 -0.1 0.1
N -1.468979 -0.371351 0.521106 0.5 0.4 -0.5
N 0.934577 -1.251371 -1.413050 -0.2 2.4 0.5
H 0.870779 1.193044 1.112435 0.0 -0.1 0.4
S -0.562207 0.497874 -0.547202 1.0 0.9 1.6
O -1.373388 0.958855 -1.627170 0.0 -0.4 -0.7
H 0.816285 2.336335 -0.286190 -0.1 0.1 -0.3
H -2.100694 -1.028710 0.080139 0.1 -0.2 -0.3
C 0.275657 1.636142 0.331570 -0.4 -1.3 -0.8
```
Forces are in eV/Å.

For the energy relative to the best compared isomer or geometry (same formula, charge and spin), the calculation gives 128.02 kcal/mol. As for the HOMO energy (spin up / spin down): -8.920 / -8.935 eV. The maximum force is 2.5 eV/Å.

Below is 3 unconnected molecules or ions with the total composition C8H21NO in a non-equilibrium geometry, with properties calculated with wB97M-V/def2-TZVPD.

The geometry in XYZ format:
```
31
Properties=species:S:1:pos:R:3:forces:R:3
C 2.477954 -1.586490 0.252872 -0.2 0.3 -0.1
C -2.545023 0.598168 -0.535301 0.1 0.1 0.2
C 0.466783 1.615465 1.548763 -0.1 0.0 -0.1
H -2.888582 1.552980 -0.929871 0.0 0.0 0.0
H -0.954978 2.455063 -1.352282 0.0 0.0 0.0
H 1.364109 -3.279789 -2.545590 0.0 0.2 -0.2
H 2.738896 -0.544806 0.437199 0.0 0.0 0.1
H 1.396263 2.096001 1.243443 0.0 0.0 0.0
C -1.664152 0.760191 0.707255 0.1 0.0 -0.1
H -0.871312 -1.252986 0.676625 0.0 0.0 0.0
H -2.413646 -1.092323 1.522386 0.0 0.0 0.0
H -2.195550 1.407519 1.429013 0.0 0.0 0.0
H 1.648837 -1.864964 0.902673 0.0 0.0 0.0
C 2.132061 -1.809636 -1.187420 -0.3 -1.9 -0.1
H 0.727272 0.673745 2.024787 0.0 0.0 0.0
H -0.938217 -0.557275 2.306139 0.0 0.0 0.0
H -0.030130 2.257925 2.293150 0.0 0.0 0.0
H 0.450516 0.214085 -0.835376 -0.5 -0.3 -0.2
C -0.512834 2.639311 -0.376355 0.0 -0.1 0.1
H 0.474623 3.069430 -0.543152 0.0 0.0 0.0
O 0.843157 -0.334527 -1.557391 -0.3 -0.9 -1.4
H -1.129190 3.377921 0.160328 0.0 0.0 0.0
H 0.776185 -3.427101 -0.843171 -0.3 0.3 0.1
C 1.199094 -2.776200 -1.601181 1.6 -0.4 0.2
H 2.887924 -1.483252 -1.892365 -0.2 0.3 -0.1
N -0.364933 1.389073 0.368512 -0.1 0.0 0.1
H 3.342460 -2.202314 0.514198 0.0 0.0 -0.1
H -2.001062 0.067400 -1.317654 0.0 0.0 0.0
C -1.449401 -0.615281 1.346691 0.0 0.2 0.0
H 0.464851 -1.367501 -1.941150 0.3 2.5 1.7
H -3.431976 0.020169 -0.275773 0.0 0.0 0.0
```
Forces are in eV/Å.

For the energy relative to the best compared isomer or geometry (same formula, charge and spin), the calculation gives 68.86 kcal/mol. As for the HOMO energy: -7.916 eV. As for the SMILES: CC(C)N(C)C.C=CC.O. The maximum force is 3.1 eV/Å.

Below is 2 unconnected molecules or ions with the total composition C30H25O5S2 in a non-equilibrium geometry, with properties calculated with wB97M-V/def2-TZVPD.

The geometry in XYZ format:
```
62
Properties=species:S:1:pos:R:3:forces:R:3
H -3.288987 -2.178110 0.053250 -0.1 -0.4 -0.2
O -1.296249 2.038394 2.842742 0.1 -0.4 -0.1
C -0.635343 -1.095937 2.778169 1.0 0.4 0.9
H -2.262086 -1.141548 4.988359 -0.2 0.1 -0.1
H 3.153355 -1.513181 0.991446 -0.1 -0.3 0.2
C -4.872988 -0.213373 2.972971 1.1 -0.4 -0.5
C -2.085594 -0.830775 2.867738 -1.8 0.4 -0.9
C -4.147670 -0.535525 4.148507 -0.8 0.1 -0.6
H -0.551276 -5.669047 -2.322815 -0.3 0.1 0.0
H -4.684574 -0.014545 0.796790 0.2 0.0 0.4
C 2.324056 4.006380 4.206208 0.0 -0.1 -0.2
O 1.996009 -0.437563 4.844913 -0.5 0.5 -0.3
C 1.187484 2.653299 2.567761 0.1 0.3 0.2
H -0.641587 -0.908943 0.495091 0.1 -0.2 -0.5
C 2.335444 -2.088191 2.886718 0.1 -0.5 0.1
H 1.629142 -3.756723 -1.869903 -0.1 0.1 0.1
C -2.703715 -2.945590 -0.452587 -0.2 -0.5 -0.3
C 2.960871 4.126187 1.869571 -0.2 -0.1 0.1
H -6.465091 1.261827 1.364531 -0.1 -0.3 0.2
C -4.178817 -0.214271 1.743731 -0.7 0.2 0.8
H 3.370221 -3.873107 0.182888 -0.1 0.1 0.4
C 1.980941 3.184000 1.551546 -0.1 -0.1 0.1
C -3.311998 -4.035975 -1.080225 0.0 0.4 0.4
C 0.815292 -3.290503 -1.317625 0.0 0.3 0.1
C -2.547683 -5.032172 -1.721787 0.6 0.0 -0.2
C -0.530046 -3.781484 -1.275951 0.4 0.8 0.4
H -4.399572 -4.121424 -1.062581 0.2 0.0 0.0
O -6.202075 0.052891 3.083715 -0.6 0.3 -0.7
C 2.252015 -4.458256 3.343868 0.1 0.1 0.0
H -7.939872 0.628550 2.169599 0.2 -0.1 0.0
H 0.689919 2.655291 4.661057 0.1 0.1 -0.1
S 1.962461 -0.419349 3.401029 1.0 -1.0 -1.2
C -0.397243 -1.803230 -0.056464 -0.1 0.0 -0.2
C 2.882585 -2.351090 1.632287 -0.2 0.2 0.0
C 3.141648 4.529333 3.196919 -0.2 -0.2 0.0
H 2.785814 -5.757694 1.697828 0.0 0.3 0.1
H 3.586149 4.528392 1.069921 -0.2 -0.1 0.3
C 2.689257 -4.727634 2.043662 0.1 0.3 0.1
C -2.818504 -0.459748 1.729017 0.5 -0.3 0.1
C -2.810675 -0.876919 4.084926 1.1 0.0 -0.5
H -2.322107 -0.385298 0.766435 -0.1 0.0 0.3
O -0.118573 1.357718 0.713856 -0.2 0.2 1.2
C 1.337382 3.071800 3.891155 0.1 0.0 -0.2
H 1.832178 2.840197 0.529422 0.0 0.1 0.2
C 3.021568 -3.669969 1.197340 0.1 -0.1 0.1
H -4.682235 -0.526241 5.094782 0.1 -0.1 -0.1
C -1.157628 -4.910445 -1.822220 -0.6 0.0 0.1
H 3.923170 5.248922 3.449498 -0.2 -0.2 -0.1
S -0.137666 1.512269 2.162491 0.7 0.5 -0.8
H -3.052349 -5.889638 -2.171539 0.1 0.2 0.1
C -6.921353 0.388862 1.857452 0.6 -0.2 0.7
H 2.450227 4.315325 5.245689 0.0 -0.1 -0.3
C 0.308246 -0.127974 2.789565 -0.5 0.2 0.7
O 2.839237 0.456690 2.654043 -0.1 -0.1 0.4
C 0.878625 -2.071020 -0.595015 -0.8 -0.9 -0.3
H -6.936217 -0.468887 1.167440 0.1 0.3 0.2
C 2.073881 -3.142675 3.766574 -0.2 0.0 0.0
H 1.744238 -1.423204 -0.462626 -0.3 -0.2 -0.2
H -0.272309 -2.120363 2.867885 -0.2 0.1 0.2
H 2.051366 -5.270061 4.042723 0.0 0.2 -0.2
H 1.732358 -2.918557 4.774551 0.0 -0.1 -0.2
C -1.311157 -2.816080 -0.506873 0.9 0.1 -0.2
```
Forces are in eV/Å.

For the energy relative to the best compared isomer or geometry (same formula, charge and spin), the calculation gives 10.72 kcal/mol. As for the HOMO energy: -2.663 eV. As for the charge: -1. The maximum force is 2.0 eV/Å.